Density functional theory data (the ωB97M-V functional and the def2-TZVPD basis) for a 2-piece molecular cluster, CH3N3O3 overall in a non-equilibrium geometry.

Computed properties:
ΔE to the lowest compared entry with this formula, charge and spin: 515.90 kJ/mol
Kohn-Sham gap (alpha / beta): 0.3038 / 0.2698 Ha
E: -11690.5363 eV
net charge: 0

Each line ends with the Löwdin charge.
Positions of all 10 atoms, in Å:
C (-0.40, 0.21, -1.46)  -0.37
N (1.76, -0.61, 0.76)  0.21
N (-0.08, 0.12, -0.18)  0.14
N (-0.89, 0.57, 0.83)  -0.41
O (0.08, -0.21, -2.47)  0.08
O (-1.94, 1.20, 0.53)  0.05
O (-0.54, 0.30, 1.95)  0.07
H (-1.18, 0.93, -1.52)  0.13
H (2.04, -1.39, 0.06)  0.06
H (1.15, -1.13, 1.49)  0.05